Record 1
{
  "formula": "C13H20BrFO3Ru",
  "method": "ωB97M-V/def2-TZVPD",
  "elements": ["Ru", "C", "O", "C", "C", "O", "C", "C", "O", "C", "H", "H", "H", "H", "H", "H", "H", "H", "H", "H", "H", "H", "H", "H", "Br", "F", "C", "C", "C", "C", "C", "C", "C", "H", "H", "H", "H", "H", "H"],
  "coordinates": [[-0.267, -0.670, 0.452], [-3.240, -0.466, 1.597], [-2.339, -0.124, 0.506], [-2.398, 1.297, 0.182], [-1.256, 2.050, 0.836], [-0.076, 1.348, 0.353], [1.285, 1.793, 0.601], [2.130, 0.805, -0.177], [1.861, -0.567, 0.242], [2.829, -1.011, 1.240], [-4.256, -0.267, 1.262], [-2.996, 0.107, 2.489], [-3.110, -1.522, 1.808], [-3.366, 1.687, 0.490], [-2.313, 1.364, -0.903], [-1.267, 2.001, 1.926], [-1.217, 3.084, 0.493], [1.468, 1.773, 1.676], [1.405, 2.803, 0.209], [3.193, 1.007, -0.054], [1.881, 0.852, -1.238], [3.813, -0.974, 0.777], [2.585, -2.031, 1.511], [2.779, -0.378, 2.124], [-0.159, -0.590, 2.844], [-2.056, -2.832, -4.256], [-1.604, -2.775, -3.040], [-2.522, -2.866, -1.987], [-2.032, -2.788, -0.717], [-0.624, -2.626, -0.463], [-0.133, -2.744, 0.876], [0.268, -2.588, -1.593], [-0.215, -2.635, -2.866], [-3.571, -3.006, -2.207], [-2.699, -2.881, 0.129], [0.896, -3.047, 1.014], [-0.810, -3.097, 1.643], [1.333, -2.520, -1.411], [0.423, -2.609, -3.739]],
  "nbo_charge": [0.83, -0.25, -0.52, -0.10, -0.10, -0.52, -0.10, -0.11, -0.52, -0.25, 0.22, 0.22, 0.21, 0.24, 0.22, 0.23, 0.24, 0.23, 0.24, 0.24, 0.22, 0.22, 0.21, 0.21, -0.22, -0.23, 0.59, -0.31, 0.01, -0.24, -0.29, -0.05, -0.30, 0.28, 0.24, 0.24, 0.25, 0.25, 0.28],
  "total_energy_ev": -95271.971,
  "homo_ev": -15.923,
  "e_lumo_ev": -9.2,
  "gap_ha": 0.247,
  "total_charge": 2
}

---

Record 2
{
  "formula": "C13H20BrN4O3SSbSe4Tc",
  "method": "ωB97M-V/def2-TZVPD",
  "elements": ["Tc", "Se", "Sb", "Se", "Se", "Se", "N", "C", "C", "C", "N", "C", "C", "N", "C", "H", "H", "H", "H", "H", "H", "H", "H", "H", "H", "H", "H", "H", "H", "H", "H", "Br", "O", "C", "N", "S", "O", "O", "C", "C", "C", "C", "C", "C", "H", "H", "H", "H"],
  "coordinates": [[0.678, 0.581, 1.025], [3.608, 3.932, 2.097], [3.724, 1.557, 2.540], [1.372, 0.701, 3.273], [2.935, 0.449, 0.275], [5.525, 0.392, 3.586], [-3.294, 1.552, -0.489], [-1.914, 1.964, -0.861], [-1.530, 1.809, -2.315], [0.005, 1.788, -2.310], [0.473, 0.639, -1.516], [0.570, 3.091, -1.723], [-0.039, 3.536, -0.386], [0.607, 2.844, 0.757], [-1.566, 3.353, -0.361], [-3.577, 0.725, -1.012], [-3.996, 2.281, -0.585], [-3.162, 1.245, 0.543], [-1.299, 1.252, -0.328], [-1.896, 2.627, -2.939], [-1.898, 0.862, -2.722], [0.360, 1.709, -3.341], [1.425, 0.415, -1.787], [-0.086, -0.199, -1.687], [0.417, 3.892, -2.451], [1.650, 2.982, -1.594], [0.162, 4.605, -0.270], [0.202, 3.214, 1.614], [1.583, 3.178, 0.799], [-2.026, 4.106, -1.008], [-1.932, 3.503, 0.658], [-1.856, 0.642, 2.078], [-0.984, -1.502, -0.741], [-0.293, -2.083, 0.102], [0.469, -1.437, 1.012], [1.218, -2.502, 2.081], [2.625, -2.264, 2.138], [0.489, -2.543, 3.313], [0.784, -3.946, 1.147], [1.133, -5.266, 1.326], [0.506, -6.213, 0.524], [-0.447, -5.834, -0.415], [-0.774, -4.498, -0.599], [-0.138, -3.557, 0.191], [1.873, -5.552, 2.062], [0.755, -7.259, 0.642], [-0.938, -6.591, -1.012], [-1.504, -4.182, -1.332]],
  "mulliken_spin": [2.47, 0.06, 0.03, 0.25, 0.14, 0.07, 0.00, -0.04, 0.01, -0.01, -0.02, 0.00, -0.02, 0.00, -0.01, 0.00, 0.00, 0.00, 0.06, 0.00, 0.00, 0.00, 0.00, 0.00, 0.00, 0.01, 0.00, 0.00, 0.00, 0.00, 0.00, 0.01, 0.01, -0.04, 0.01, -0.01, 0.01, 0.01, 0.01, 0.00, 0.00, 0.00, 0.00, 0.00, 0.00, 0.00, 0.00, 0.00],
  "total_energy_ev": -376910.902,
  "homo_ev": [-7.365, -7.356],
  "e_lumo_ev": [-0.7, -1.5],
  "de_lowest_kcal_mol": 0.0,
  "multiplicity": 4,
  "gap_ha": [0.245, 0.215]
}